(P)
C7H15NO4 | ωB97M-V with the def2-TZVPD basis set

Summary:
SMILES: OC[C@H]1CN[C@H](CO)[C@@H](O)[C@@H]1O
Highest occupied orbital energy (eV): -9.42
Gap between HOMO and LUMO (eV): 9.9

Geometry (Å):
O (-1.2652, 2.0738, -0.4589)
C (-2.2552, 1.1305, -0.0034)
C (-1.7932, -0.4190, 0.0542)
C (-1.1028, -0.8748, -1.2048)
N (0.2732, -1.2353, -1.0001)
C (0.9750, -0.0857, -0.4416)
C (2.4212, -0.2702, -0.5313)
O (3.1305, 0.5975, 0.3055)
C (0.6181, 0.0566, 0.9768)
O (0.5900, 1.3564, 1.4115)
C (-0.8283, -0.5950, 1.2569)
O (-0.6402, -2.0369, 1.6066)
H (-0.6935, 2.2326, 0.3196)
H (-2.5429, 1.3463, 1.0336)
H (-3.0721, 1.2899, -0.7183)
H (-2.7880, -0.8709, 0.1014)
H (-1.2757, -0.0329, -1.9000)
H (-1.7145, -1.6661, -1.6685)
H (0.7517, -1.3804, -1.9551)
H (0.5762, 0.9477, -0.8415)
H (2.7248, -1.3449, -0.3497)
H (2.7614, -0.2642, -1.5431)
H (3.5251, 1.2086, -0.3429)
H (1.3035, -0.4493, 1.6091)
H (1.4709, 1.7289, 1.2404)
H (-1.1584, -0.1444, 2.1992)
H (0.0083, -2.2987, 0.8444)

Mulliken atomic charge list, values in e, 2 entries:
1 O -0.58
2 C -0.90

(Q)
C7H15NO4 | ωB97M-V with the def2-TZVPD basis set

Summary:
Highest occupied orbital energy (eV): -9.13
Gap between HOMO and LUMO (eV): 9.7

Geometry (Å):
C (3.0610, 0.0587, 0.9809)
C (1.3168, 0.2193, -0.4853)
C (0.4254, -1.1061, -1.0155)
C (-0.9124, -0.7610, -0.5245)
C (-2.6092, -1.0042, 1.1533)
C (-1.1706, 0.5626, -0.9543)
C (0.2105, 1.3942, -0.8498)
H (3.3876, 1.2212, 0.7453)
H (3.6857, -0.7117, 0.0828)
H (3.0779, -0.1712, 2.1695)
H (2.1002, 0.5225, -1.2389)
H (0.4583, -0.7911, -2.0536)
H (0.4476, -3.0138, -0.9747)
H (1.8582, -2.3154, 0.4506)
H (-1.5907, -1.4479, -0.8287)
H (-3.1749, -1.8648, 0.3528)
H (-2.4205, -1.3415, 2.2936)
H (-3.1159, -0.0819, 1.0439)
H (-1.4397, 0.6601, -2.0824)
H (-1.3593, 1.8348, 0.3672)
H (0.2205, 2.0875, -1.7633)
H (0.0871, 1.9644, 1.1524)
N (1.0957, -2.3152, -0.7207)
O (1.6331, 0.1714, 0.8426)
O (-1.2282, -0.9192, 0.9431)
O (-2.0585, 1.1952, -0.0877)
O (0.1760, 2.4870, 0.2394)

Mulliken atomic charge list, values in e, 2 entries:
1 C -0.78
2 C -0.21

Relative energies, kJ/mol: (P) 0.0; (Q) 638.5.